{
  "formula": "C2H8N6",
  "method": "ωB97M-V/def2-TZVPD",
  "relative_energy_ev": 3.993,
  "lumo_ev": -8.63,
  "smiles": "[H]/N=C(\\[NH3+])N(N)C#[N+]N",
  "e_tot_ha": -408.70220,
  "total_charge": 2,
  "gap_ev": 9.867,
  "homo_ev": -18.499,
  "symbols": ["H", "N", "C", "N", "N", "N", "C", "N", "N", "H", "H", "H", "H", "H", "H", "H"],
  "xyz": [[-2.726, -2.502, -0.447], [-2.039, -1.936, 0.131], [-0.955, -1.497, 0.023], [0.075, -1.409, -1.332], [-0.432, -0.634, 0.957], [-1.218, -0.503, 2.157], [0.495, 0.135, 0.540], [1.202, 1.101, 0.707], [2.149, 1.861, 0.972], [0.768, -2.040, -0.961], [-0.330, -2.047, -2.010], [0.577, -0.568, -1.718], [-2.036, 0.082, 2.083], [-1.251, -1.384, 2.693], [2.228, 2.861, 0.930], [2.946, 1.297, 1.397]],
  "atomic_forces_ev_per_a": [[1.5, 1.0, 0.9], [-3.9, -3.3, -1.6], [0.9, 2.0, -2.2], [-0.2, -1.4, 1.0], [-1.7, -0.6, 1.9], [2.4, 0.0, 0.2], [3.6, 4.2, 1.1], [-3.5, -1.4, -0.3], [3.3, -2.9, 1.5], [1.3, -0.1, 0.1], [-0.5, 0.6, -0.9], [-1.1, -0.9, 0.3], [-0.2, -0.2, -0.4], [-0.2, 0.8, -0.6], [-0.8, 0.6, -0.6], [-0.8, 1.7, -0.5]]
}


{
  "formula": "C2H8N6",
  "method": "ωB97M-V/def2-TZVPD",
  "relative_energy_ev": 3.427,
  "lumo_ev": -8.76,
  "smiles": "[H]/N=C(\\[NH3+])N(N)C#[N+]N",
  "e_tot_ha": -408.72297,
  "total_charge": 2,
  "gap_ev": 9.188,
  "homo_ev": -17.946,
  "symbols": ["H", "N", "C", "N", "N", "N", "C", "N", "N", "H", "H", "H", "H", "H", "H", "H"],
  "xyz": [[-3.389, -0.539, 0.104], [-2.441, -0.812, 0.106], [-1.564, 0.020, 0.066], [-1.546, 1.547, -0.009], [-0.226, -0.416, 0.021], [0.080, -1.729, 0.054], [0.899, 0.255, 0.186], [2.047, 0.117, 0.040], [3.281, 0.084, 0.028], [-1.898, 2.092, 0.727], [-0.629, 1.871, -0.131], [-2.013, 1.910, -0.927], [0.413, -1.998, -0.846], [-0.414, -2.479, 0.528], [3.723, 0.023, 0.975], [3.676, 0.053, -0.923]],
  "atomic_forces_ev_per_a": [[-1.5, 0.3, 0.0], [-0.3, -0.4, 0.1], [1.6, 1.1, 0.1], [-1.9, -0.6, -3.7], [0.4, 0.2, 1.3], [0.8, -2.7, -0.6], [-1.3, 1.4, -0.6], [-0.8, 0.3, 0.2], [1.5, -0.1, 0.6], [-1.3, 0.6, 1.9], [2.2, 0.5, -0.1], [0.4, -0.9, 1.8], [0.0, -0.6, -0.6], [-0.7, 0.9, 0.3], [0.3, 0.0, -1.5], [0.7, 0.1, 0.9]]
}


{
  "formula": "C2H8NO",
  "method": "ωB97M-V/def2-TZVPD",
  "relative_energy_ev": 1.006,
  "lumo_ev": 4.43,
  "e_tot_ha": -210.94726,
  "total_charge": -1,
  "gap_ev": 7.041,
  "homo_ev": -2.614,
  "symbols": ["O", "H", "C", "N", "C", "H", "H", "H", "H", "H", "H", "H"],
  "xyz": [[-0.367, 0.264, -2.464], [-1.057, 0.299, -3.133], [1.177, 0.652, 0.563], [-0.120, 0.205, 0.236], [-0.876, -0.889, 0.778], [1.496, 1.276, -0.271], [1.333, 1.161, 1.533], [1.931, -0.170, 0.607], [-0.406, 0.517, -0.709], [-0.204, -1.747, 0.897], [-1.766, -1.040, 0.184], [-1.139, -0.528, 1.779]],
  "atomic_forces_ev_per_a": [[-0.1, 0.1, 0.0], [0.0, 0.1, 0.0], [0.7, -1.2, 0.2], [-1.2, 1.5, -1.1], [1.9, 1.6, 1.0], [0.1, 0.3, 0.2], [-0.4, 0.3, 0.0], [-0.1, -0.1, -0.1], [0.2, -0.8, -0.2], [-0.4, -0.7, -0.1], [0.0, -0.3, -0.2], [-0.6, -0.8, 0.5]]
}


{
  "formula": "C2H8NO",
  "method": "ωB97M-V/def2-TZVPD",
  "relative_energy_ev": 1.107,
  "lumo_ev": 4.39,
  "e_tot_ha": -210.94357,
  "total_charge": -1,
  "gap_ev": 7.232,
  "homo_ev": -2.841,
  "symbols": ["O", "H", "C", "C", "N", "H", "H", "H", "H", "H", "H", "H"],
  "xyz": [[-1.637, 2.155, -0.665], [-2.181, 2.437, 0.159], [0.910, -2.051, 0.368], [0.779, -0.459, 0.677], [0.012, 0.200, -0.387], [0.056, -2.606, 0.590], [1.727, -2.499, 0.789], [1.118, -2.121, -0.756], [1.833, -0.080, 0.728], [0.313, -0.432, 1.736], [-0.680, 1.214, -0.383], [0.692, 0.512, -1.099]],
  "atomic_forces_ev_per_a": [[-1.1, 0.9, 2.0], [1.5, -0.8, -2.1], [0.0, 3.4, -3.2], [-0.4, -1.3, 0.1], [0.6, 0.7, -0.1], [-1.7, -0.7, 0.3], [2.3, -1.1, 1.7], [-0.6, 0.1, 1.3], [-0.6, -0.2, 0.3], [0.5, 0.5, -1.6], [-0.4, -0.9, 0.7], [-0.3, -0.5, 0.4]]
}


{
  "formula": "C2H8NO",
  "method": "ωB97M-V/def2-TZVPD",
  "relative_energy_ev": 1.155,
  "lumo_ev": -5.30,
  "e_tot_ha": -210.71068,
  "total_charge": 1,
  "gap_ev": 10.478,
  "homo_ev": -15.779,
  "symbols": ["O", "H", "H", "H", "C", "C", "N", "H", "H", "H", "H", "H"],
  "xyz": [[-0.219, -2.529, 0.211], [-0.845, -3.088, 0.713], [0.521, -3.195, 0.109], [-0.522, 1.921, -1.214], [0.461, 1.489, -0.917], [0.129, 0.342, -0.099], [-0.345, 0.590, 1.097], [0.986, 1.214, -1.869], [1.161, 2.204, -0.363], [-0.121, -0.516, -0.772], [-0.318, 1.549, 1.342], [-0.888, 0.018, 1.762]],
  "atomic_forces_ev_per_a": [[0.8, -1.9, 0.5], [0.0, 0.5, -0.3], [-0.9, 1.3, -0.1], [0.7, 0.1, 0.3], [2.4, 1.6, -0.7], [-3.1, -0.1, -0.3], [0.3, -1.5, -1.1], [-0.5, 0.1, 0.9], [-1.3, -0.5, -0.8], [0.6, -0.3, 2.0], [0.3, 1.1, 0.6], [0.7, -0.3, -0.9]]
}


{
  "formula": "C2H8NO",
  "method": "ωB97M-V/def2-TZVPD",
  "relative_energy_ev": 1.273,
  "lumo_ev": -3.86,
  "e_tot_ha": -210.70633,
  "total_charge": 1,
  "gap_ev": 10.467,
  "homo_ev": -14.324,
  "symbols": ["N", "H", "H", "H", "H", "C", "C", "O", "H", "H", "H", "H"],
  "xyz": [[-0.726, -1.602, -0.778], [-1.284, -1.372, -1.601], [-1.211, -2.104, -0.028], [-0.358, -0.714, -0.364], [-0.041, -2.293, -1.093], [-0.280, 1.747, 0.480], [0.638, 0.911, 0.897], [1.249, -0.057, 0.032], [-0.732, 2.432, 1.178], [-0.476, 1.845, -0.580], [1.077, 0.912, 1.897], [2.144, 0.295, -0.038]],
  "atomic_forces_ev_per_a": [[-0.3, -0.3, 0.3], [-0.5, -0.2, 0.3], [-0.7, 0.3, -0.4], [0.6, -0.8, -0.6], [0.7, 0.7, 0.1], [0.0, 0.2, -0.4], [1.0, -0.7, 0.3], [-0.2, 1.5, 0.8], [-0.1, 0.1, 0.0], [-0.3, -0.1, 0.0], [-0.4, -0.2, -0.1], [0.4, -0.5, -0.4]]
}


{
  "formula": "C2H8NO",
  "method": "ωB97M-V/def2-TZVPD",
  "relative_energy_ev": 1.814,
  "lumo_ev": -4.17,
  "smiles": "[NH3+]CCO",
  "e_tot_ha": -210.68644,
  "total_charge": 1,
  "gap_ev": 10.683,
  "homo_ev": -14.856,
  "symbols": ["N", "C", "C", "O", "H", "H", "H", "H", "H", "H", "H", "H"],
  "xyz": [[-0.210, -1.320, 0.863], [-0.494, 0.173, 0.383], [0.195, 0.538, -0.966], [1.392, 1.371, -0.579], [-0.147, -2.023, 0.107], [-1.118, -1.737, 1.316], [0.676, -1.373, 1.504], [-0.099, 0.732, 1.211], [-1.589, 0.364, 0.132], [0.750, -0.122, -1.568], [-0.534, 1.131, -1.543], [1.178, 2.267, -0.861]],
  "atomic_forces_ev_per_a": [[-1.5, -0.7, 0.9], [-0.6, -1.5, -1.9], [1.7, 2.9, 2.2], [-1.8, -0.3, -0.5], [0.7, 0.7, -0.1], [2.3, 1.3, 0.0], [-2.2, 0.0, -1.4], [-0.1, 0.6, 0.0], [1.2, -0.9, 1.3], [-0.5, -2.0, -0.7], [0.5, -0.3, 0.1], [0.3, 0.2, 0.1]]
}


{
  "formula": "C2H8NO2",
  "method": "ωB97M-V/def2-TZVPD",
  "relative_energy_ev": 0.920,
  "lumo_ev": 4.49,
  "e_tot_ha": -286.21344,
  "total_charge": -1,
  "gap_ev": 7.944,
  "homo_ev": -3.451,
  "symbols": ["C", "O", "H", "H", "H", "N", "C", "O", "H", "H", "H", "H", "H"],
  "xyz": [[0.905, 1.928, 0.951], [-0.096, 2.046, -0.050], [0.922, 2.638, 1.785], [0.908, 1.074, 1.517], [1.850, 2.023, 0.397], [-0.185, -2.587, -0.501], [0.024, -1.078, -0.735], [-0.758, -0.371, 0.215], [-0.334, -2.739, 0.482], [-1.141, -2.723, -0.886], [1.095, -0.906, -0.559], [-0.243, -0.826, -1.815], [-0.502, 1.061, -0.032]],
  "atomic_forces_ev_per_a": [[0.6, 2.3, -2.0], [-0.2, -0.6, 1.3], [-0.4, 1.1, -0.4], [-0.3, -3.0, 0.6], [0.4, -0.1, 0.6], [-0.8, 0.7, -2.1], [-1.7, -0.1, 2.2], [0.9, -0.5, -1.8], [0.2, 0.5, 0.6], [0.8, -0.1, 0.3], [0.2, 0.1, -0.3], [0.3, -0.5, 1.0], [0.1, 0.2, 0.1]]
}